Version one
# C3H9N2O

A 2-piece molecular cluster, C3H9N2O overall (wB97M-V/def2-TZVPD, the OMol25 dataset).

Properties
net charge	+1
gap between HOMO and LUMO (spin up / spin down)	8.01 / 8.01	eV

Structure (XYZ):
```
15
Properties=species:S:1:pos:R:3:nbo_charge:R:1
C 1.87 0.80 0.35 -0.72
C -1.87 -0.65 0.68 -0.49
C 1.52 -0.38 -0.29 0.19
N 0.51 -0.87 -0.90 -0.61
N -1.72 -0.06 -0.54 0.28
O -1.59 1.22 -0.52 -0.38
H 2.12 0.58 1.44 0.28
H 2.81 1.17 -0.11 0.28
H 1.17 1.66 0.37 0.24
H -1.28 -1.58 0.75 0.29
H -3.01 -0.79 0.58 0.31
H -1.72 0.04 1.41 0.22
H -1.82 1.63 -1.44 0.54
H 2.40 -1.06 -0.36 0.18
H 0.61 -1.73 -1.41 0.39
```

---

Version two
# C3H9N2O

A 2-piece molecular cluster, C3H9N2O overall (wB97M-V/def2-TZVPD, the OMol25 dataset).

Properties
net charge	+1
gap between HOMO and LUMO	11.44	eV

Structure (XYZ):
```
15
Properties=species:S:1:pos:R:3:nbo_charge:R:1
O 0.37 -1.96 0.79 -0.60
C 0.92 -2.98 0.47 0.34
H 0.96 -3.31 -0.57 0.14
H 1.40 -3.62 1.22 0.14
C -0.55 1.36 -1.81 -0.41
N -0.08 0.74 1.76 -0.72
C -0.28 1.35 0.61 0.39
N -0.36 0.71 -0.52 -0.51
H 0.24 1.07 -2.49 0.23
H -0.51 2.44 -1.70 0.22
H -1.51 1.08 -2.25 0.23
H 0.09 -0.26 1.77 0.45
H -0.05 1.24 2.63 0.43
H -0.37 2.43 0.60 0.22
H -0.28 -0.30 -0.50 0.44
```

---

Unit: hartree. Relative energies: version one 0.1957; version two 0.0000.

---

Version one
# C6H14NO

An isolated ion of composition C6H14NO and charge -1 (wB97M-V/def2-TZVPD, the OMol25 dataset).

Properties
net charge	-1
gap between HOMO and LUMO	6.21	eV

Structure (XYZ):
```
22
Properties=species:S:1:pos:R:3:nbo_charge:R:1
C -1.60 1.07 -2.23 -0.64
C -0.56 1.30 -1.10 -0.23
N -0.43 0.22 -0.02 -0.45
C 0.45 0.72 1.00 -0.30
C -0.39 1.24 2.16 -0.60
C 0.02 -1.06 -0.75 -0.31
C 0.89 -2.19 0.31 0.05
O 1.83 -1.51 0.85 -0.88
H -1.23 0.71 -3.18 0.20
H -2.34 0.18 -2.17 0.21
H -2.20 1.90 -2.29 0.20
H -0.49 2.30 -0.51 0.18
H 0.31 1.53 -1.66 0.16
H 0.98 -0.22 1.39 0.31
H 1.31 1.50 0.93 0.14
H -0.95 1.97 1.76 0.17
H 0.16 1.57 2.99 0.18
H -1.05 0.54 2.55 0.19
H 0.61 -0.91 -1.65 0.13
H -0.82 -1.49 -1.31 0.14
H 0.01 -2.55 0.81 0.10
H 1.24 -2.94 -0.61 0.04
```

---

Version two
# C6H14NO

An isolated ion of composition C6H14NO and charge -1 (wB97M-V/def2-TZVPD, the OMol25 dataset).

Properties
net charge	-1
gap between HOMO and LUMO	6.02	eV

Structure (XYZ):
```
22
Properties=species:S:1:pos:R:3:nbo_charge:R:1
C -0.05 -0.03 2.06 -0.63
C -0.43 -0.77 0.79 -0.21
C -1.97 -0.67 0.60 -0.60
C 0.48 -0.34 -0.42 -0.04
C 1.95 -0.27 -0.06 -0.62
N -0.12 0.89 -0.94 -0.73
C -0.04 1.13 -2.48 0.18
O 1.07 1.60 -2.96 -0.92
H 0.37 0.95 1.85 0.21
H -0.85 0.34 2.72 0.20
H 0.61 -0.58 2.74 0.20
H -0.13 -1.85 0.84 0.17
H -2.37 -1.02 -0.34 0.22
H -2.25 0.36 0.80 0.21
H -2.40 -1.07 1.51 0.18
H 0.40 -1.13 -1.16 0.18
H 2.55 -0.17 -0.96 0.24
H 2.13 -1.21 0.53 0.17
H 2.21 0.53 0.64 0.19
H 0.08 1.62 -0.26 0.33
H -0.25 0.05 -2.82 0.03
H -1.00 1.65 -2.67 0.06
```

---

Version three
# C6H14NO

An isolated ion of composition C6H14NO and charge -1 (wB97M-V/def2-TZVPD, the OMol25 dataset).

Properties
net charge	-1
gap between HOMO and LUMO	5.40	eV

Structure (XYZ):
```
22
Properties=species:S:1:pos:R:3:nbo_charge:R:1
C -0.45 -1.80 1.67 -0.41
N -0.64 -1.48 0.26 -0.46
C -0.55 -2.66 -0.59 -0.40
C 0.17 -0.35 -0.20 -0.22
C -0.62 0.94 -0.39 -0.40
C 0.23 2.07 -0.98 -0.44
C 1.15 2.84 -0.01 0.01
O 1.77 3.87 -0.60 -0.96
H -1.19 -1.30 2.29 0.19
H -0.55 -2.86 1.90 0.18
H 0.52 -1.47 2.06 0.18
H -1.21 -3.41 -0.15 0.18
H -0.94 -2.42 -1.58 0.19
H 0.46 -3.08 -0.69 0.15
H 0.63 -0.63 -1.15 0.18
H 0.97 -0.11 0.51 0.19
H -1.53 0.80 -0.98 0.18
H -1.02 1.26 0.57 0.19
H -0.41 2.84 -1.40 0.19
H 0.85 1.75 -1.82 0.18
H 1.87 2.07 0.42 0.05
H 0.49 3.13 0.86 0.05
```

---

Unit: hartree. Relative energies: version one 0.1023; version two 0.0000; version three 0.0032.

---

Version one
# C4H5NOS

An isolated molecule of C4H5NOS (wB97M-V/def2-TZVPD, the OMol25 dataset).

Properties
net charge	0
gap between HOMO and LUMO	8.48	eV

Structure (XYZ):
```
12
Properties=species:S:1:pos:R:3:nbo_charge:R:1
C 0.24 -2.02 -0.37 -0.33
C 0.27 -0.87 0.23 -0.33
C 1.00 0.39 -0.29 0.67
O 2.04 0.45 -0.78 -0.51
N 0.22 1.60 -0.09 -0.68
C -0.93 1.32 0.70 -0.12
S -2.30 1.51 -0.15 0.01
H 0.77 -2.00 -1.34 0.21
H -0.25 -2.88 0.08 0.22
H -0.26 -0.82 1.21 0.22
H 0.01 2.09 -0.98 0.42
H -0.80 1.23 1.78 0.22
```

---

Version two
# C4H5NOS

An isolated molecule of C4H5NOS (wB97M-V/def2-TZVPD, the OMol25 dataset).

Properties
net charge	0
gap between HOMO and LUMO	9.54	eV

Structure (XYZ):
```
12
Properties=species:S:1:pos:R:3:nbo_charge:R:1
C 1.91 -0.53 -1.95 -0.69
C 0.98 -0.15 -0.85 0.26
N 0.56 1.08 -0.55 -0.60
S -0.54 1.26 0.66 0.51
C -0.95 -0.40 0.88 0.35
O -1.49 -1.08 1.68 -0.53
C -0.15 -1.13 -0.23 -0.57
H 2.03 0.23 -2.97 0.27
H 1.50 -1.61 -2.47 0.25
H 3.02 -0.70 -1.23 0.26
H -0.85 -1.49 -0.86 0.24
H 0.14 -2.15 0.30 0.25
```

---

Unit: hartree. Relative energies: version one 0.0000; version two 0.0440.

---

Version one
# C3H37O16

A 16-piece molecular cluster, C3H37O16 overall (wB97M-V/def2-TZVPD, the OMol25 dataset).

Properties
net charge	-1
gap between HOMO and LUMO	8.10	eV

Structure (XYZ):
```
56
Properties=species:S:1:pos:R:3:nbo_charge:R:1
C 1.63 -0.07 0.94 -0.67
C 0.19 -0.12 0.46 0.15
C -0.90 -0.41 1.46 -0.67
O -0.13 1.16 -0.17 -1.01
H 1.89 -0.96 1.53 0.16
H 1.78 0.79 1.56 0.23
H 2.35 0.06 0.09 0.21
H 0.08 -0.91 -0.31 0.11
H -1.86 -0.43 0.84 0.22
H -0.87 0.39 2.27 0.22
H -0.64 -1.39 1.82 0.19
O -4.07 -2.51 1.35 -0.96
H -4.08 -1.62 1.66 0.49
H -3.20 -2.84 1.44 0.45
O 2.93 -2.10 -1.59 -1.00
H 3.01 -2.84 -2.14 0.48
H 3.73 -1.94 -1.04 0.52
O 0.97 -4.36 0.53 -0.93
H 1.38 -3.53 0.56 0.47
H 1.62 -4.95 0.39 0.46
O 0.09 -2.54 -2.16 -0.94
H -0.31 -2.73 -1.30 0.47
H 0.95 -2.38 -1.81 0.47
O 4.11 2.41 0.47 -0.98
H 4.61 3.00 -0.10 0.46
H 3.30 2.25 0.07 0.50
O -4.02 -0.15 2.61 -0.96
H -4.51 0.51 3.04 0.48
H -3.21 0.28 2.33 0.50
O 1.92 2.28 -1.18 -1.02
H 1.98 1.93 -2.07 0.50
H 1.21 1.77 -0.75 0.51
O 0.04 3.97 -1.73 -1.02
H 0.81 3.49 -1.33 0.50
H -0.71 4.17 -1.05 0.48
O 1.97 0.07 -3.05 -0.97
H 2.38 -0.49 -2.42 0.49
H 1.03 0.06 -2.97 0.48
O -2.80 2.33 2.36 -0.97
H -2.83 2.16 1.48 0.50
H -3.33 3.17 2.42 0.48
O -2.66 2.04 -0.25 -1.01
H -2.97 1.70 -1.09 0.50
H -1.75 1.82 -0.22 0.51
O -1.70 -0.03 -1.97 -0.99
H -1.09 0.18 -1.30 0.50
H -1.19 -0.48 -2.67 0.48
O -0.18 3.06 1.85 -1.02
H -1.06 2.84 2.21 0.47
H -0.04 2.33 1.21 0.49
O -3.26 -2.15 -1.79 -0.95
H -2.85 -1.31 -1.74 0.48
H -2.77 -2.64 -1.16 0.45
O 4.35 -1.82 0.71 -0.96
H 3.62 -1.34 1.06 0.49
H 5.06 -1.19 0.62 0.48
```

---

Version two
# C3H37O16

A 16-piece molecular cluster, C3H37O16 overall (wB97M-V/def2-TZVPD, the OMol25 dataset).

Properties
net charge	-1
gap between HOMO and LUMO	8.09	eV

Structure (XYZ):
```
56
Properties=species:S:1:pos:R:3:nbo_charge:R:1
C -1.01 0.02 -1.24 -0.66
C 0.30 0.13 -0.39 0.11
C 1.29 1.02 -1.04 -0.64
O -0.02 0.55 0.94 -1.03
H -0.93 -0.77 -2.09 0.20
H -1.24 1.05 -1.58 0.20
H -1.80 -0.38 -0.59 0.21
H 0.76 -0.91 -0.45 0.11
H 0.96 2.05 -0.87 0.20
H 1.51 0.78 -2.13 0.21
H 2.23 0.97 -0.47 0.20
O -0.82 0.77 3.47 -0.97
H -0.75 0.74 2.52 0.49
H 0.08 0.98 3.77 0.46
O 5.00 0.44 -0.88 -0.96
H 5.90 0.11 -1.02 0.48
H 4.92 1.35 -0.92 0.49
O -1.70 -1.47 1.81 -1.00
H -1.15 -0.76 1.41 0.51
H -2.62 -1.37 1.69 0.48
O -1.55 2.98 0.82 -1.00
H -2.22 3.06 1.53 0.48
H -1.14 2.12 0.79 0.51
O 4.33 0.70 1.79 -0.98
H 4.30 0.87 0.86 0.45
H 3.44 0.42 1.96 0.49
O -4.61 -0.01 -1.87 -0.98
H -4.09 0.75 -1.54 0.49
H -3.92 -0.51 -2.31 0.48
O -1.12 -3.04 -0.30 -0.97
H -1.33 -2.57 0.46 0.50
H -0.53 -2.50 -0.80 0.47
O 2.05 -0.69 2.15 -1.01
H 1.40 -0.04 1.84 0.50
H 2.00 -1.45 1.56 0.49
O 1.63 2.68 1.89 -0.97
H 1.06 2.09 1.49 0.49
H 1.10 3.12 2.55 0.46
O -3.59 2.35 -0.94 -0.96
H -3.91 3.12 -0.47 0.47
H -2.76 2.30 -0.53 0.49
O 1.97 -2.92 0.62 -0.92
H 2.67 -3.58 0.56 0.47
H 1.87 -2.65 -0.27 0.48
O 3.95 3.36 -0.10 -0.95
H 3.55 4.22 -0.18 0.47
H 3.15 2.82 -0.09 0.49
O -3.19 -2.71 -2.06 -1.00
H -2.55 -2.81 -1.36 0.50
H -2.87 -3.22 -2.81 0.46
O 1.11 -2.78 -2.41 -0.93
H 1.14 -3.67 -2.17 0.47
H 1.03 -2.89 -3.34 0.47
O -4.39 -1.75 0.44 -0.96
H -4.18 -1.57 -0.46 0.49
H -4.68 -0.89 0.73 0.46
```

---

Unit: hartree. Relative energies: version one 0.0069; version two 0.0000.

---

Version one
# C4H14N2O

A 2-piece molecular cluster, C4H14N2O overall (wB97M-V/def2-TZVPD, the OMol25 dataset).

Properties
net charge	+2
gap between HOMO and LUMO	3.61	eV

Structure (XYZ):
```
21
Properties=species:S:1:pos:R:3:nbo_charge:R:1
C 2.04 0.05 -0.54 -0.30
C 1.66 -0.09 0.91 -0.45
C 0.27 -0.78 1.07 -0.23
C -1.07 1.46 0.31 -0.47
N -0.94 -0.35 0.23 -0.29
N 1.39 1.17 -1.32 -0.47
H 1.74 -0.96 -1.10 0.26
H 3.26 0.10 -0.59 0.37
H 1.45 0.97 1.34 0.23
H 2.45 -0.48 1.68 0.33
H -0.09 -0.58 2.10 0.25
H 0.46 -1.78 0.78 0.29
H -1.30 1.38 1.47 0.39
H -2.06 1.37 -0.44 0.41
H -0.94 -0.67 -0.70 0.41
H 1.79 2.07 -1.14 0.42
H 1.35 1.09 -2.32 0.44
H -1.40 2.51 0.49 0.41
H -3.73 -1.75 -1.18 0.47
H -3.26 -2.41 -0.04 0.47
O -3.05 -2.31 -0.99 -0.92
```

---

Version two
# C4H14N2O

A 2-piece molecular cluster, C4H14N2O overall (wB97M-V/def2-TZVPD, the OMol25 dataset).

Properties
net charge	+2
gap between HOMO and LUMO	10.99	eV

Structure (XYZ):
```
21
Properties=species:S:1:pos:R:3:nbo_charge:R:1
C -0.55 1.89 0.28 -0.22
C -0.78 0.47 0.79 -0.47
C -0.33 -0.64 -0.13 -0.26
C 0.70 -2.82 0.31 0.16
N 0.52 -1.57 0.55 -0.38
N -1.67 2.31 -0.64 -0.68
H -0.65 2.50 1.22 0.26
H 0.34 2.18 -0.27 0.25
H -0.24 0.51 1.72 0.26
H -1.74 0.29 1.23 0.27
H -1.11 -1.22 -0.69 0.25
H 0.22 -0.18 -0.99 0.25
H 0.04 -3.43 -0.30 0.24
H 1.48 -3.32 0.90 0.25
H 1.21 -1.14 1.24 0.46
H -1.32 3.00 -1.28 0.46
H -2.56 2.59 -0.12 0.48
H -1.90 1.49 -1.25 0.44
H 2.51 -1.25 -1.59 0.51
H 3.35 -0.70 -0.32 0.51
O 2.49 -0.98 -0.65 -1.01
```

---

Unit: hartree. Relative energies: version one 0.4280; version two 0.0000.